Record 1
ORCA calculation (ωB97M-V with the def2-TZVPD basis set) on a 14-piece molecular cluster, H30O15 overall in a non-equilibrium geometry.

* 2S+1: 1
* E_HOMO: -8.33 eV
* gap between HOMO and LUMO: 7.587 eV

The geometry in XYZ format:
```
45
Properties=species:S:1:pos:R:3:lowdin_charge:R:1
H -0.4923 -0.3915 -0.6125 0.025
H -0.5980 -1.5369 0.3777 0.066
H -1.0928 0.2025 1.8966 0.073
H -2.6198 0.1338 2.4480 0.046
H 2.9669 1.4973 1.6360 -0.009
H 4.1938 1.7910 0.8803 0.057
H 2.2009 1.0979 0.1031 0.010
H 3.0498 1.6422 -0.9908 0.138
H 0.2297 1.8870 -1.3086 0.026
H -1.0379 1.5943 -1.9816 -0.006
H -4.2706 1.2568 -1.6869 0.102
H -3.8520 2.1349 -0.5573 0.044
H -1.6138 -4.6555 0.3545 0.092
H -1.6468 -3.3010 0.0085 -0.014
H 0.6581 -3.6271 -2.5269 0.060
H 0.1508 -2.6168 -1.4759 -0.043
H 4.0071 -0.2224 -0.0747 -0.014
H 5.1138 -1.0827 -0.0551 -0.017
H 0.7887 -0.8708 -2.7334 0.050
H 1.9266 -0.6183 -1.7751 -0.086
H -1.0295 3.2458 1.8360 0.050
H 0.1265 2.4825 2.5071 -0.021
H -0.6510 4.6509 -0.8435 0.114
H -1.6147 3.3830 -0.9386 -0.001
H -1.5354 -2.7731 2.0645 -0.021
H -2.1593 -1.9133 3.2804 0.113
H -4.6505 -1.2043 -1.3670 0.090
H -4.0247 -0.4726 -0.2328 0.065
H 3.3842 -1.5598 0.8863 0.043
H 2.5482 -0.4697 1.1788 0.030
O 0.0405 -1.0862 -0.2613 -0.030
O -1.7145 -0.0967 2.6365 -0.118
O 3.8801 1.3519 1.6834 -0.021
O 2.2271 1.0318 -0.8642 -0.065
O -0.1763 1.8826 -2.2024 -0.060
O -4.0699 1.2235 -0.7429 -0.141
O -1.4994 -3.7816 0.7516 0.005
O 0.6970 -2.7236 -2.1976 -0.064
O 4.8067 -0.4385 -0.6094 -0.030
O 1.6992 -1.0806 -2.4946 -0.057
O -0.3263 3.2906 2.5349 -0.043
O -0.9334 3.8387 -1.4241 -0.096
O -1.8506 -1.9183 2.3246 -0.145
O -4.5757 -0.2868 -0.9856 -0.146
O 3.3395 -0.8908 1.5542 -0.051
```

Record 2
ORCA calculation (ωB97M-V with the def2-TZVPD basis set) on C46H42ClHfN5O2SSi as an isolated structure in a non-equilibrium geometry.

* 2S+1: 1
* E_HOMO: -5.71 eV
* gap between HOMO and LUMO: 4.375 eV

The geometry in XYZ format:
```
99
Properties=species:S:1:pos:R:3:lowdin_charge:R:1
Hf -0.4747 0.1170 -0.9334 1.311
Cl -3.6641 5.3128 3.3086 0.656
C -2.8703 4.3169 2.1266 -0.680
C -2.1751 4.9135 1.0696 -0.084
C -1.5150 4.1295 0.1590 0.010
C -1.5173 2.7236 0.2426 -0.332
O -0.8526 2.0487 -0.6542 -0.227
C -2.2487 2.1251 1.3115 -0.131
C -2.3243 0.7139 1.5676 -0.072
N -1.8140 -0.2188 0.8382 -0.019
C -1.8458 -1.5722 1.2010 -0.202
C -2.0533 -2.0685 2.4680 0.003
C -2.0730 -3.4523 2.7119 -0.059
C -1.8759 -4.3508 1.7002 -0.031
C -1.6062 -3.8870 0.3940 -0.158
C -1.3615 -4.7423 -0.7036 0.012
C -1.0777 -4.2102 -1.9317 -0.022
C -1.0012 -2.8167 -2.0739 -0.111
N -1.2355 -1.9927 -1.0751 -0.012
C -1.5589 -2.4974 0.1485 -0.162
C -2.9057 2.9570 2.2427 -0.073
H -2.1527 5.9917 0.9857 0.112
H -0.9619 4.5744 -0.6576 0.129
H -2.8855 0.4369 2.4646 0.131
H -2.1771 -1.3819 3.2957 0.111
H -2.2357 -3.8081 3.7206 0.111
H -1.8997 -5.4160 1.8919 0.118
H -1.3885 -5.8151 -0.5551 0.124
H -0.8672 -4.8460 -2.7799 0.115
H -0.7158 -2.3367 -3.0047 0.119
H -3.4325 2.5036 3.0739 0.114
C 0.1085 1.4427 -5.0793 -0.073
C 1.2726 0.5272 -4.8279 -0.245
C 2.3005 0.4017 -5.7449 -0.088
C 3.3795 -0.4399 -5.5085 -0.125
C 3.4152 -1.1488 -4.3181 -0.087
C 2.4089 -1.0439 -3.3662 -0.231
C 2.5484 -1.7833 -2.0662 -0.059
C 1.2844 -0.2031 -3.6018 -0.362
N 0.2520 -0.0382 -2.7330 -0.177
H 0.1930 1.9284 -6.0530 0.066
H 0.0390 2.2090 -4.3021 0.068
H -0.8316 0.8870 -5.0332 0.065
H 2.2587 0.9721 -6.6682 0.097
H 4.1787 -0.5368 -6.2323 0.085
H 4.2619 -1.7954 -4.1084 0.097
H 3.3998 -2.4653 -2.1043 0.075
H 1.6558 -2.3655 -1.8206 0.051
H 2.7114 -1.0842 -1.2440 0.052
O 0.8941 -0.2161 0.4223 -0.391
Si 1.9221 0.7549 1.2157 0.501
C 3.0183 -0.3547 2.2675 -0.219
C 3.7147 0.1319 3.3764 -0.105
C 4.5717 -0.6842 4.1016 -0.090
C 4.7413 -2.0114 3.7326 -0.098
C 4.0473 -2.5184 2.6426 -0.089
C 3.1943 -1.6953 1.9202 -0.084
C 3.0344 1.7404 0.0516 -0.218
C 2.6679 2.0265 -1.2676 -0.083
C 3.5303 2.6935 -2.1269 -0.067
C 4.7712 3.1112 -1.6726 -0.089
C 5.1500 2.8555 -0.3621 -0.090
C 4.2933 2.1687 0.4842 -0.091
C 1.0837 1.9499 2.4031 -0.225
C 1.1548 3.3339 2.2528 -0.079
C 0.5640 4.1843 3.1798 -0.081
C -0.1039 3.6636 4.2784 -0.092
C -0.1821 2.2866 4.4493 -0.091
C 0.4075 1.4445 3.5195 -0.106
H 3.5756 1.1640 3.6830 0.103
H 5.1064 -0.2882 4.9562 0.099
H 5.4123 -2.6503 4.2932 0.098
H 4.1740 -3.5542 2.3524 0.098
H 2.6540 -2.0966 1.0698 0.090
H 1.7097 1.7053 -1.6511 0.058
H 3.2402 2.8623 -3.1566 0.107
H 5.4496 3.6235 -2.3436 0.100
H 6.1213 3.1763 -0.0058 0.099
H 4.6132 1.9467 1.4969 0.092
H 1.6712 3.7506 1.3948 0.109
H 0.6220 5.2574 3.0434 0.108
H -0.5591 4.3277 5.0025 0.102
H -0.6948 1.8764 5.3113 0.100
H 0.3563 0.3679 3.6621 0.106
S -3.1450 0.4228 -2.0696 0.684
C -4.1341 -0.7953 -1.4334 -0.819
N -4.2269 -1.9911 -2.0279 0.025
C -5.0509 -3.0933 -1.5504 -0.155
C -5.2132 -2.9797 -0.0430 -0.151
C -5.7165 -1.5871 0.2976 -0.156
N -4.8265 -0.6032 -0.3021 0.026
H -3.7055 -2.0835 -2.8840 0.124
H -4.5623 -4.0301 -1.8167 0.120
H -6.0298 -3.0709 -2.0386 0.124
H -4.2475 -3.1432 0.4424 0.096
H -5.9123 -3.7326 0.3182 0.122
H -5.7265 -1.4340 1.3763 0.123
H -6.7371 -1.4512 -0.0733 0.124
H -4.7626 0.3234 0.0862 0.121
```

Record 3
ORCA calculation (ωB97M-V with the def2-TZVPD basis set) on a 2-piece molecular cluster, C2H5O overall in a non-equilibrium geometry.

* 2S+1: 1
* E_HOMO: -2.20 eV
* charge: -1
* gap between HOMO and LUMO: 6.519 eV

The geometry in XYZ format:
```
8
Properties=species:S:1:pos:R:3:lowdin_charge:R:1
O 1.4759 -0.2148 -1.7341 -0.642
H 1.7416 -0.6411 -2.5485 -0.233
C -0.5816 -0.1492 0.4920 -0.083
C -1.1731 0.4226 1.5400 -0.131
H -0.7800 -1.2185 0.3950 0.047
H 0.2404 0.3012 -0.0368 0.001
H -1.7825 -0.1941 2.2086 0.021
H -0.8855 1.4082 1.8872 0.021
```

Record 4
ORCA calculation (ωB97M-V with the def2-TZVPD basis set) on C3HAlO3 as an isolated structure in a non-equilibrium geometry.

* 2S+1: 2
* E_HOMO (alpha / beta): -14.23 / -14.22 eV
* charge: +1
* gap between HOMO and LUMO (alpha / beta): 8.500 / 6.395 eV

The geometry in XYZ format:
```
8
Properties=species:S:1:pos:R:3:lowdin_charge:R:1
C 0.5290 0.7089 -1.0272 -0.208
C 0.1026 -0.3052 -0.4832 -0.135
O 1.1288 1.7530 -1.5419 0.139
H 0.7578 1.9950 -2.4008 0.153
O -0.3467 0.4138 2.1395 0.226
C -0.7563 -0.7212 2.2390 -0.258
O -0.9198 -1.6925 1.5885 0.025
Al -0.4955 -2.1517 -0.5138 1.060
```

Record 5
ORCA calculation (ωB97M-V with the def2-TZVPD basis set) on a 7-piece molecular cluster, C6H24NO7 overall in a non-equilibrium geometry.

* 2S+1: 1
* E_HOMO: -13.06 eV
* charge: +1
* gap between HOMO and LUMO: 9.484 eV

The geometry in XYZ format:
```
38
Properties=species:S:1:pos:R:3:lowdin_charge:R:1
C -0.4866 2.8679 1.4866 -0.182
O -1.5013 1.9933 0.9181 -0.108
C 0.3637 2.0524 2.4643 -0.173
C 1.7467 1.4679 2.0204 -0.158
C 1.5423 0.6951 0.7412 -0.046
C 0.5906 -0.2154 0.5874 -0.094
N 0.3951 -0.9051 -0.6436 0.088
C -0.5619 -1.7033 -0.8518 0.103
H 0.0890 3.1453 0.6098 0.124
H -0.8318 3.6954 2.0847 0.120
H -2.3639 2.3659 1.1120 0.097
H -0.1256 1.3152 3.1001 0.119
H 0.7603 2.7711 3.1993 0.113
H 2.4369 2.2795 1.8106 0.111
H 2.2756 0.9401 2.8131 0.125
H 2.0652 1.0575 -0.1444 0.129
H -0.1489 -0.4773 1.3224 0.126
H 0.8397 -0.4385 -1.4416 0.135
H -0.8347 -2.0857 -1.8249 0.101
H -1.1879 -2.2464 -0.1531 0.087
H 0.8667 -3.6552 -2.8372 0.055
H 1.8347 -2.5283 -3.3724 0.053
O 1.3109 -2.8297 -2.6309 -0.041
H -2.3009 -2.2377 2.0660 0.057
H -1.5070 -3.6286 2.3192 0.064
O -1.4710 -2.7247 1.9708 -0.060
H 0.1883 0.9494 -3.4475 0.046
H 1.5924 1.6379 -3.5019 0.052
O 0.9590 1.2086 -2.9226 -0.056
H -1.9534 2.6406 -1.7485 0.046
H -1.6051 1.3505 -0.9334 0.011
O -1.7443 1.7094 -1.8371 -0.068
H 2.5908 -1.7607 1.1133 -0.009
H 3.1458 -3.0260 0.3439 0.032
O 3.3316 -2.3635 1.0126 -0.045
H -3.1673 -0.4049 -1.6810 0.029
H -3.9215 -1.6318 -1.8439 0.069
O -3.2121 -1.2803 -1.2803 -0.050
```

Record 6
ORCA calculation (ωB97M-V with the def2-TZVPD basis set) on a 2-piece molecular cluster, C4H5BrFO2 overall.

* 2S+1: 1
* E_HOMO: -2.97 eV
* charge: -1
* gap between HOMO and LUMO: 6.368 eV

The geometry in XYZ format:
```
13
Properties=species:S:1:pos:R:3:lowdin_charge:R:1
C 0.5182 0.6845 1.3921 -0.775
C -0.7166 -1.4786 -1.4160 0.019
C -0.7974 1.0069 1.2356 -0.576
C 0.5715 -1.3096 -1.2204 -0.206
O 1.4870 1.6626 1.1298 -0.023
O 0.9059 -0.4291 1.7938 -0.091
F 1.4451 -1.3068 -2.2567 -0.027
Br -1.3731 2.6705 0.4299 0.502
H 1.0126 2.4478 0.8282 -0.008
H -1.1339 -1.5978 -2.4008 0.047
H -1.3801 -1.4745 -0.5735 0.045
H -1.5977 0.2985 1.3208 0.007
H 1.0584 -1.1745 -0.2628 0.085
```

Record 7
ORCA calculation (ωB97M-V with the def2-TZVPD basis set) on C25H42Cl3N4O3SiTm as an isolated structure in a non-equilibrium geometry.

* 2S+1: 3
* E_HOMO (alpha / beta): -7.94 / -7.94 eV
* gap between HOMO and LUMO (alpha / beta): 8.411 / 8.407 eV

The geometry in XYZ format:
```
79
Properties=species:S:1:pos:R:3:lowdin_charge:R:1
C -0.3889 1.8919 -5.2014 -0.051
C -1.1483 1.3707 -4.0113 -0.208
H -1.0141 2.5190 -5.8514 0.085
H 0.0161 1.0530 -5.7890 0.080
H 0.4385 2.5243 -4.8543 0.075
C -2.3646 0.8028 -4.1336 -0.104
C -2.9679 0.4870 -5.4528 -0.102
H -2.9742 0.5393 -3.2646 0.091
H -2.3391 -0.2222 -6.0142 0.086
H -3.1122 1.3825 -6.0597 0.074
H -3.9586 0.0414 -5.3468 0.068
Tm 1.1127 -0.9260 2.2201 0.501
Cl 2.1900 1.1531 1.3330 -0.042
Cl 2.6457 -2.6421 1.2789 -0.161
H 4.8384 -1.7118 6.2193 0.099
H 6.0127 0.8149 5.2256 0.095
C 4.6636 -1.8121 5.1432 -0.009
C 5.6647 0.3263 4.3060 -0.025
N 4.4870 -0.4886 4.5576 -0.165
H 3.7578 -2.3984 4.9749 0.093
C 3.2880 -0.0458 4.2012 -0.299
O 2.2719 -0.8080 4.1135 -0.219
H 5.3765 1.0980 3.5828 0.097
H 3.1937 1.0123 3.9138 0.111
H 5.5312 -2.2912 4.6783 0.098
H 6.4708 -0.2954 3.8982 0.099
H -0.3039 -2.4781 -1.9931 0.073
H -2.8936 -2.3767 -2.2112 0.079
C -0.4910 -3.3358 -1.3332 -0.035
C -2.9540 -3.1067 -1.3925 -0.055
N -1.7262 -3.1263 -0.6053 -0.185
H 0.3274 -3.4451 -0.6203 0.071
C -1.7136 -2.9588 0.7382 -0.410
O -0.7789 -3.2072 1.5219 -0.128
H -3.8005 -2.8496 -0.7474 0.084
H -2.6562 -2.5053 1.1221 0.126
H -0.5981 -4.2292 -1.9595 0.097
H -3.1297 -4.0896 -1.8567 0.093
O 0.6819 0.4882 -2.6329 -0.136
C -0.3721 1.4726 -2.6937 -0.245
C -2.1163 0.3330 -1.2455 -0.185
C -1.2838 1.4367 -1.4794 -0.204
H -1.9274 -0.6180 -1.7605 0.090
C -3.1964 0.4415 -0.3441 -0.142
H 0.1122 2.4514 -2.7154 0.137
C -1.3491 2.5275 -0.6118 -0.041
H -3.9334 -0.3716 -0.2841 0.099
C -3.2717 1.5490 0.5005 -0.122
C -2.3413 2.5806 0.3613 -0.103
H -0.6119 3.3176 -0.7124 0.116
H -4.0408 1.5709 1.2804 0.101
H -2.3885 3.4244 1.0524 0.099
Si 2.1897 0.2022 -3.0528 0.345
Cl -0.7231 -0.3561 0.9731 0.359
C 2.4717 -1.6474 -2.8119 -0.136
C 3.3464 1.0290 -1.8303 -0.188
C 2.6496 0.6506 -4.7916 -0.177
H 1.5254 -2.2093 -2.7732 0.003
H 2.9914 -1.8068 -1.8503 0.019
H 3.0887 -2.0720 -3.6138 0.029
H 1.9925 0.2075 -5.5452 0.022
H 3.6533 0.2193 -4.9385 0.038
H 2.7171 1.7336 -4.9631 0.034
H 2.9328 1.9856 -1.4917 0.013
H 4.3476 1.2056 -2.2439 0.031
H 3.4328 0.3870 -0.9387 -0.017
N -4.0500 2.0581 5.2259 0.110
C -2.9846 1.4345 4.6537 -0.316
C -3.0467 0.0438 4.3429 -0.009
C -1.8739 -0.5893 3.9279 -0.157
N -0.7219 0.0897 3.7443 -0.115
C -0.7388 1.4424 3.7730 -0.152
C -1.8388 2.1607 4.2334 -0.014
H -4.8162 1.5268 5.6251 0.105
H -3.9782 3.0073 5.5747 0.105
H -3.9889 -0.5063 4.4121 0.110
H -1.8512 -1.6673 3.6891 0.114
H 0.1699 1.9423 3.3959 0.094
H -1.8311 3.2581 4.2290 0.114
```

Record 8
ORCA calculation (ωB97M-V with the def2-TZVPD basis set) on C23H36MnP2 as an isolated structure in a non-equilibrium geometry.

* 2S+1: 6
* E_HOMO (alpha / beta): -4.33 / -7.64 eV
* gap between HOMO and LUMO (alpha / beta): 4.882 / 6.712 eV

The geometry in XYZ format:
```
62
Properties=species:S:1:pos:R:3:lowdin_charge:R:1
P 0.2119 -2.5462 -0.1959 0.815
P 0.1042 2.3142 0.9323 0.812
C 1.1555 0.2756 -0.8650 -0.306
C 1.1543 1.7765 -0.4796 -0.345
H 2.1100 0.0348 -1.3822 0.062
H 1.1054 -0.3474 0.0402 -0.031
H 2.1754 2.0551 -0.1640 0.077
H 0.8842 2.4382 -1.3158 0.063
C -1.4532 2.9506 0.3345 -0.195
H -2.0573 3.2223 1.2110 0.064
H -1.9969 2.1931 -0.2424 0.049
H -1.2810 3.8385 -0.2856 0.060
C 1.0340 3.5617 1.7909 -0.185
H 0.6397 4.5546 1.5403 0.056
H 2.0920 3.4896 1.5092 0.054
H 0.9329 3.3724 2.8639 0.058
C -0.7108 -4.0466 -0.6492 -0.296
H -0.6512 -4.7822 0.1639 0.041
H -0.2885 -4.4639 -1.5719 0.037
H -1.7564 -3.7743 -0.8344 0.036
C 1.9410 -3.1695 -0.2750 -0.255
H 2.6239 -2.3451 -0.5050 0.032
H 2.0143 -3.9124 -1.0782 0.035
H 2.2385 -3.6278 0.6771 0.046
Mn -0.1988 -0.4757 -2.1950 0.590
C 0.3022 0.8744 -3.4323 -0.269
C -1.1178 0.9749 -3.1031 -0.265
C -2.1830 0.4100 -4.0168 -0.204
C -1.8500 -1.0507 -4.4121 -0.186
C -1.0352 -1.7799 -3.3460 -0.244
C 0.4222 -1.9425 -3.3316 -0.270
C 1.3588 -1.2675 -4.3073 -0.187
C 0.9195 0.1772 -4.6391 -0.173
C -0.1117 -2.3448 1.5830 -0.291
H 0.9274 1.6914 -3.0605 0.090
H -1.4194 1.8673 -2.5328 0.089
H -2.3213 1.0248 -4.9269 0.112
H -3.1611 0.4467 -3.5056 0.107
H -2.8072 -1.5845 -4.5197 0.109
H -1.3900 -1.0838 -5.4105 0.104
H -1.6242 -2.5426 -2.8083 0.095
H 0.8194 -2.8916 -2.9329 0.082
H 1.4511 -1.8433 -5.2428 0.118
H 2.3772 -1.2497 -3.8765 0.113
H 1.8275 0.7443 -4.9141 0.113
H 0.2718 0.2054 -5.5285 0.105
H -0.9803 -1.6839 1.7125 0.028
H 0.7287 -1.8418 2.0810 0.040
H -0.3114 -3.3219 2.0467 0.041
C -0.2010 0.9474 1.9800 -0.225
C -0.3017 0.8140 3.2150 -0.107
C -0.3262 0.8943 4.6187 -0.287
C -1.4398 1.4613 5.2801 -0.070
C -1.3456 1.7903 6.6309 -0.112
C -0.1642 1.5138 7.3381 -0.132
C 0.9247 0.9100 6.6942 -0.115
C 0.8448 0.5813 5.3450 -0.072
H -2.3475 1.6739 4.7110 0.103
H -2.1933 2.2613 7.1256 0.094
H -0.0948 1.7653 8.3982 0.088
H 1.8435 0.6926 7.2428 0.096
H 1.6851 0.1205 4.8204 0.104
```

ΔE to the lowest compared entry with this formula, charge and spin (eV)
14.7444 0.7207 0.9241 0.0000 2.4565 0.4399 0.0000 0.0000
E_tot (eV)
-31186.921 -92479.339 -4200.871 -15855.407 -22426.169 -81084.178 -113691.458 -74324.481